This record from the Open Molecules 2025 dataset describes a cluster of 11 separate species, C45H117N5O16 in total at a distorted geometry. The level of theory is ωB97M-V with the def2-TZVPD basis set.

XYZ file:
```
183
Properties=species:S:1:pos:R:3:forces:R:3
C -3.943228 -3.056923 -2.924255 1.20 1.30 -1.82
C -3.535558 -1.582083 -2.512065 0.00 -2.63 1.14
O -2.158298 -1.241283 -2.744105 -2.13 -0.61 -1.46
H -3.718078 -2.981273 -3.988065 0.01 -0.63 -0.43
H -5.018788 -3.233423 -2.913395 0.03 0.05 0.60
H -3.340288 -3.892063 -2.567745 -0.14 0.23 0.51
H -3.682768 -1.636513 -1.433415 -0.27 0.99 0.26
H -4.317618 -1.027403 -3.030535 0.55 0.91 0.12
H -1.845428 -0.983593 -1.873865 0.66 0.25 1.07
C -6.791568 0.824477 5.304255 -1.49 -1.31 -0.63
C -7.511628 -0.471573 5.594515 1.05 -1.15 1.68
O -8.394828 -0.283403 6.733755 -0.17 -0.42 -1.15
H -6.556898 1.231027 6.287985 0.28 0.57 -0.53
H -7.616498 1.277787 4.754615 0.69 1.51 0.04
H -5.939818 0.586017 4.667275 0.13 0.56 0.10
H -6.761438 -1.214313 5.865895 0.13 -0.31 0.29
H -7.996878 -0.959523 4.749225 -0.66 0.57 0.10
H -7.813528 -0.076663 7.469255 0.02 0.01 0.12
C -0.043978 0.033377 -4.846515 -0.41 -0.06 0.37
C 1.217142 -0.330543 -5.577965 -0.88 0.14 -0.30
O 0.803862 -1.208633 -6.604975 0.34 -0.44 -0.71
H 0.231492 0.362767 -3.844665 -0.46 0.43 0.00
H -0.768748 -0.775213 -4.751705 0.58 -0.52 0.28
H -0.651448 0.735027 -5.418155 0.40 0.61 0.21
H 1.960122 -0.798043 -4.931795 0.12 -0.06 0.11
H 1.621242 0.571487 -6.037445 0.40 0.13 0.17
H 1.475772 -1.180013 -7.290035 -0.01 -0.23 -0.14
C -8.087108 -2.241533 1.196465 1.30 0.37 0.33
O -7.336508 -1.098423 0.787095 -0.63 0.75 -0.07
C -8.061908 0.093597 1.051665 -0.81 1.35 -0.65
C -7.625508 1.325337 0.186155 0.39 -1.98 0.70
N -7.259348 0.803327 -1.120935 -0.57 1.09 0.44
C -6.087818 1.492877 -1.616135 0.38 -0.35 -0.92
C -6.406288 2.759837 -2.412205 -0.28 -0.89 -0.28
O -5.253828 3.146857 -3.150365 0.68 2.06 1.33
C -4.470498 4.227287 -2.491105 -0.34 -1.21 -0.39
H -7.310358 -3.002763 1.123765 -0.58 -0.52 0.29
H -8.963368 -2.494423 0.599555 0.05 0.29 -0.39
H -8.411318 -2.059103 2.221025 -0.02 -0.45 0.21
H -8.034048 0.432657 2.087225 0.15 -0.45 0.33
H -9.103328 -0.069663 0.774405 -0.29 -0.27 0.15
H -6.718168 1.717457 0.645585 -0.18 0.60 0.28
H -8.461698 2.024517 0.191475 0.19 0.24 0.04
H -7.198068 -0.185553 -0.924835 0.95 -0.13 -0.87
H -5.519118 0.827627 -2.265845 -0.06 0.01 -0.20
H -5.380158 1.833277 -0.860195 0.11 -0.32 0.65
H -6.794948 3.527297 -1.742835 0.16 0.32 -0.06
H -7.200618 2.505377 -3.113915 -0.02 0.13 -0.21
H -3.444328 4.096797 -2.834695 -0.13 0.14 -0.09
H -4.463108 4.189217 -1.401795 -0.11 -0.72 0.16
H -4.816428 5.245867 -2.666995 -0.33 -0.08 -0.75
C -1.090298 -4.799343 0.280115 -0.08 -0.35 0.02
O -0.527668 -3.650733 0.861665 1.11 -0.39 0.48
C 0.340682 -3.827103 1.993255 -0.89 0.78 1.86
C -0.378138 -3.712753 3.408275 -1.50 -0.77 -0.80
N -1.269908 -4.847033 3.907395 2.02 1.29 0.11
C -2.306288 -4.482813 4.921235 -0.36 -3.00 -1.58
C -3.548508 -3.998143 4.157225 -0.53 1.90 0.30
O -3.867848 -4.721553 2.980165 0.25 0.01 -1.26
C -4.674988 -4.006943 1.982445 0.98 -0.04 1.25
H -1.822658 -5.234493 0.960115 -0.37 -0.08 -0.21
H -0.382008 -5.585893 0.019765 0.54 -0.01 0.29
H -1.513008 -4.516653 -0.683995 -0.39 0.24 0.24
H 1.001352 -2.961253 1.949485 -0.07 0.24 0.10
H 1.046822 -4.652763 2.081415 -0.42 -0.78 -1.02
H -1.040038 -2.849913 3.334015 0.35 0.57 0.09
H 0.382882 -3.567863 4.175055 0.07 0.20 -0.12
H -1.770088 -5.308133 3.160865 0.03 0.22 -0.10
H -2.050108 -4.013263 5.870975 0.38 1.08 -0.76
H -2.418988 -5.497873 5.302075 -1.03 -0.23 0.23
H -3.319418 -2.958563 3.922945 0.18 0.30 -0.57
H -4.483008 -3.865883 4.702495 0.03 -0.45 0.79
H -4.811128 -4.660133 1.120525 -0.53 -0.37 0.52
H -4.229108 -3.120243 1.531835 0.81 0.19 0.42
H -5.552898 -3.618713 2.498835 -0.51 -0.45 -0.33
C 2.585782 1.024847 -1.585545 1.09 -0.91 -0.10
O 1.824152 1.031257 -0.401895 0.18 1.12 -0.06
C 1.500282 -0.258903 0.082165 -0.02 0.98 0.13
C 0.314052 -0.792283 -0.679605 0.05 -0.41 -0.33
N -1.074368 -0.604393 -0.304825 -0.42 0.99 0.87
C -1.338608 0.841697 0.049805 -0.54 -1.87 0.44
C -2.771368 0.980407 0.610895 1.03 -0.28 -0.15
O -2.885578 0.062187 1.661815 0.18 -0.49 0.47
C -4.182468 -0.156723 2.222425 1.35 0.12 -0.17
H 3.581742 0.619517 -1.407005 0.52 0.16 0.50
H 2.746902 2.000597 -2.043865 -0.55 0.16 0.40
H 2.274952 0.317807 -2.354675 -0.93 0.10 -0.21
H 1.345762 -0.194293 1.159215 -0.05 0.12 0.10
H 2.352872 -0.914823 -0.093775 0.21 -0.23 0.05
H 0.627222 -1.834623 -0.739305 -1.23 -0.30 -0.69
H 0.328842 -0.233633 -1.615445 0.59 -0.66 -0.61
H -1.370278 -1.162393 0.483315 0.17 -0.24 0.23
H -1.213438 1.391977 -0.882735 0.18 0.47 0.33
H -0.646468 1.072207 0.859675 0.17 0.77 -0.25
H -3.454628 0.747957 -0.205945 -0.48 0.19 0.02
H -2.888678 1.973147 1.045425 -0.30 0.43 -0.47
H -4.818848 -0.485473 1.400815 -0.58 -0.12 0.41
H -4.550938 0.695107 2.794015 -0.22 0.52 -0.48
H -3.981118 -0.884303 3.008675 -0.42 -0.49 -0.29
C 10.511412 -2.326113 -3.615285 0.16 -0.11 0.40
O 9.204172 -2.844303 -3.766115 0.31 0.93 0.08
C 9.122862 -4.244843 -3.595355 -0.92 0.54 -1.07
C 7.677612 -4.640373 -3.956645 2.24 -0.61 1.40
N 6.818132 -4.100833 -2.914155 -2.03 -0.03 -0.80
C 5.367052 -4.174283 -3.364415 0.67 1.47 -0.53
C 4.213572 -3.638783 -2.460955 2.33 -0.96 1.07
O 3.046912 -3.774383 -3.146295 -0.47 -0.59 -1.01
C 1.920252 -3.230283 -2.513675 -0.48 -0.36 -1.28
H 10.524432 -1.239593 -3.529145 -0.53 -0.05 -0.04
H 11.181142 -2.564393 -4.441585 -0.09 -0.34 -0.29
H 10.959402 -2.716993 -2.701715 0.15 -0.09 0.17
H 9.341302 -4.525643 -2.565045 0.28 -0.15 0.02
H 9.769302 -4.690823 -4.351215 0.41 -0.46 0.29
H 7.766362 -5.723363 -3.870895 -0.71 -0.33 -0.06
H 7.577012 -4.418653 -5.019105 -0.83 0.53 -0.04
H 7.086742 -3.134163 -2.797955 -0.13 0.27 0.04
H 5.216382 -5.212143 -3.661475 -0.43 -0.01 0.35
H 5.228572 -3.575523 -4.264645 0.29 -0.07 -0.55
H 4.238652 -2.612943 -2.093385 0.97 0.40 -0.16
H 4.342402 -4.278293 -1.587725 -0.84 -0.18 0.69
H 1.168242 -3.333813 -3.295895 -0.54 -0.25 0.45
H 1.961332 -2.149273 -2.380155 0.55 0.09 0.52
H 1.687712 -3.810123 -1.620465 -0.26 0.33 0.24
C 6.739782 -1.667793 1.293475 1.02 1.16 -1.25
O 6.470292 -0.257333 1.074055 -1.28 -1.12 -0.11
C 5.446082 0.233937 1.958635 0.56 0.67 0.08
C 4.897132 1.613327 1.548785 -0.95 0.89 -0.32
N 5.858882 2.461107 0.900695 2.04 -1.33 0.50
C 5.479842 3.747357 0.402035 -0.85 -0.34 0.28
C 5.041342 4.704767 1.481395 0.73 0.60 0.82
O 4.733602 5.998467 0.966435 -0.06 0.19 -0.73
C 5.893122 6.652967 0.514645 1.15 0.57 0.08
H 6.141672 -2.415993 0.773325 -1.22 0.42 0.28
H 6.861342 -1.908333 2.349635 0.12 0.02 -0.05
H 7.642162 -1.771513 0.690935 0.68 -0.24 0.72
H 5.960912 0.311917 2.916225 -0.30 0.10 0.39
H 4.611892 -0.462513 2.043425 -0.02 -0.13 -0.04
H 4.488132 2.175417 2.388345 -0.09 -0.57 0.48
H 4.094692 1.576757 0.811995 -0.80 -0.90 0.21
H 6.086772 1.840367 0.137245 0.88 0.63 -0.63
H 4.618502 3.672737 -0.261765 -0.03 0.13 -0.80
H 6.387672 4.139477 -0.056435 -0.39 0.11 -0.42
H 5.865952 4.798907 2.187975 0.35 0.11 0.24
H 4.208342 4.392237 2.111115 -0.31 -0.10 -0.55
H 5.822742 7.655157 0.091825 -1.42 0.22 0.40
H 6.452652 6.210937 -0.309765 -0.13 -0.95 0.09
H 6.577402 6.786947 1.352445 0.31 -0.20 0.17
C 8.199922 0.298617 -3.238555 0.47 0.95 -0.13
C 7.170072 1.387767 -2.931065 -0.93 -1.67 -2.95
C 6.296082 1.611937 -4.249755 1.14 0.19 0.53
O 6.348112 0.802757 -1.954035 -1.06 0.98 0.73
H 8.896042 0.300537 -2.399795 0.05 -0.60 0.14
H 8.802992 0.469417 -4.130315 -0.07 0.21 -0.10
H 7.664302 -0.639403 -3.384645 0.22 -0.07 0.22
H 7.614282 2.356147 -2.700815 0.00 -0.04 0.62
H 5.827312 0.718307 -4.661805 -0.35 -0.19 0.73
H 6.975322 1.857377 -5.066145 0.31 0.43 0.08
H 5.600402 2.446647 -4.163785 -0.19 -0.23 0.16
H 6.798182 0.124197 -1.445515 0.27 0.11 0.15
C 0.765842 2.646297 3.857625 -0.50 -0.81 -1.85
C 1.123522 3.910167 3.139405 1.35 1.10 0.86
C 0.352272 4.364267 1.952795 -1.49 -0.67 -1.14
O 0.895342 4.915527 4.104905 0.10 0.76 1.43
H 0.903632 1.887387 3.087455 0.08 -0.60 0.08
H -0.305828 2.625287 4.055525 0.13 0.01 0.67
H 1.449392 2.408397 4.672655 -0.40 0.29 0.15
H 2.196472 3.850737 2.956785 0.33 0.11 -0.37
H 0.415352 3.845617 0.996175 0.37 -0.63 0.21
H 0.498662 5.403287 1.657635 0.33 0.18 0.49
H -0.678448 4.260107 2.291715 -0.36 0.26 -0.31
H 0.975442 5.800397 3.741325 0.10 -0.05 -0.25
C -6.536608 4.859387 0.934475 -0.29 2.17 -1.93
C -5.753478 4.173317 1.997075 -1.88 0.82 -1.39
C -4.830598 5.105827 2.716065 0.11 -0.54 0.33
O -6.841468 3.737037 2.823215 1.64 -0.77 0.69
H -5.933088 5.401597 0.206555 0.63 -0.44 -0.37
H -7.124988 5.718587 1.256475 -0.30 -0.24 0.85
H -7.218868 4.232357 0.360485 0.14 -0.35 0.28
H -5.212528 3.426687 1.415675 0.23 -0.93 0.78
H -4.273658 4.614737 3.514035 0.23 -0.32 -0.11
H -5.426978 5.851287 3.242115 0.16 0.56 -0.50
H -4.125258 5.438837 1.954685 0.11 0.66 0.37
H -6.334948 3.693217 3.637545 -0.80 -0.67 1.01
```
Forces are in eV/Å.

Summary:
Relative energy (zero: lowest compared OMol25 entry of this formula, charge and spin), kJ/mol: 506.2
Spin multiplicity: 2
Frontier orbital gap (spin up / spin down), eV: 1.2 / 8.4
Net charge: -1
<S²>: 0.751
HOMO energy (spin up / spin down), Eh: 0.0220 / -0.2428